Record 1
Molecular formula: C28H28NO5RuS2
Method: DFT, wB97M-V/def2-TZVPD

Geometry as XYZ:
```
65
Properties=species:S:1:pos:R:3:mulliken_charge:R:1
Ru 0.65 1.10 0.25 1.84
O 4.50 1.15 -2.08 -0.77
C 3.35 1.51 -1.79 0.24
O 2.77 1.26 -0.69 -0.68
C 2.58 2.33 -2.81 0.29
C 3.02 2.25 -4.13 -0.64
C 2.42 2.95 -5.16 -0.49
C 1.33 3.77 -4.86 -0.44
C 0.88 3.86 -3.55 -0.87
C 1.48 3.15 -2.50 0.74
S 0.80 3.43 -0.90 -0.54
H 3.88 1.62 -4.32 0.40
H 2.78 2.86 -6.18 0.36
H 0.83 4.32 -5.64 0.32
H 0.02 4.48 -3.32 0.39
O -0.31 3.95 3.22 -0.76
C -0.58 2.95 2.56 -0.10
O 0.30 2.19 2.02 -0.77
C -2.03 2.51 2.49 0.47
C -2.76 2.73 3.66 -0.72
C -4.09 2.35 3.79 -0.47
C -4.71 1.74 2.71 -0.57
C -4.01 1.53 1.54 -0.58
C -2.66 1.90 1.39 0.52
S -1.95 1.61 -0.19 -0.30
H -2.25 3.23 4.47 0.39
H -4.62 2.53 4.71 0.35
H -5.75 1.43 2.77 0.32
H -4.49 1.06 0.69 0.37
O 3.47 0.10 1.72 -0.52
C 3.17 -1.27 1.83 -0.22
C 2.67 -1.51 3.24 -0.81
C 1.42 -0.70 3.59 -0.91
C 0.17 -1.31 3.02 0.41
C -0.35 -2.47 3.59 -0.67
C -1.50 -3.04 3.08 -0.51
C -2.11 -2.42 2.00 -1.15
C -1.53 -1.28 1.48 -0.46
N -0.42 -0.72 1.97 0.88
H 3.55 0.35 0.78 0.38
H 4.05 -1.89 1.63 0.37
H 2.40 -1.56 1.09 0.04
H 3.48 -1.26 3.94 0.42
H 2.46 -2.58 3.36 0.37
H 1.52 0.33 3.23 0.16
H 1.31 -0.66 4.68 0.40
H 0.16 -2.91 4.44 0.47
H -1.91 -3.94 3.52 0.37
H -3.02 -2.82 1.56 0.47
H -1.96 -0.76 0.63 0.47
C -1.86 -2.95 -2.22 -1.60
C -0.48 -2.48 -2.71 2.20
C -0.61 -1.92 -4.14 -1.70
C 0.49 -3.67 -2.72 -1.67
C 0.01 -1.43 -1.82 -0.10
C 0.39 -0.55 -1.06 -0.72
H -2.27 -3.72 -2.88 0.42
H -2.55 -2.11 -2.19 0.36
H -1.78 -3.36 -1.21 0.26
H -1.00 -2.69 -4.81 0.39
H 0.36 -1.59 -4.50 0.39
H -1.29 -1.07 -4.14 0.37
H 0.12 -4.46 -3.38 0.39
H 0.60 -4.08 -1.71 0.37
H 1.47 -3.35 -3.06 0.39
```

As for the net charge: -2. The relative energy (zero: lowest compared OMol25 entry of this formula, charge and spin) is 0.9165 eV. For the HOMO energy (spin up / spin down), the calculation gives -1.4 / -1.4 eV. The strongest force on any atom comes out at 0.0295 Eh/bohr. The value obtained for the orbital gap (spin up / spin down) is 0.2121 / 0.2114 Eh. For the energy, the calculation gives -65470.462 eV. Its multiplicity is 6.



Record 2
Molecular formula: C9H9N2O
Method: DFT, wB97M-V/def2-TZVPD

Geometry as XYZ:
```
21
Properties=species:S:1:pos:R:3:mulliken_charge:R:1
C -2.01 -0.30 -0.92 -0.72
C -1.76 -1.63 -0.58 -0.44
C -1.13 0.73 -0.60 -0.36
C -0.49 -1.97 -0.09 -0.54
C 0.17 0.39 -0.08 0.28
C 0.53 -0.95 0.01 1.11
C 2.22 1.25 0.76 0.83
C 2.38 -2.33 0.35 -0.40
C 0.42 2.63 0.92 -0.92
N 1.04 1.40 0.39 0.05
N 1.77 -1.25 0.56 -0.46
O 3.30 1.36 1.02 -0.19
H -2.85 -0.22 -1.66 0.34
H -2.41 -2.47 -0.97 0.33
H -1.28 1.83 -0.62 0.18
H -0.08 -2.97 0.19 0.29
H 3.38 -2.37 0.71 0.32
H 1.87 -3.17 -0.17 0.22
H -0.45 2.96 0.23 0.32
H -0.14 2.47 1.83 0.41
H 1.18 3.53 1.04 0.34
```

As for the net charge: +1. The relative energy (zero: lowest compared OMol25 entry of this formula, charge and spin) is 1.4563 eV. For the HOMO energy (spin up / spin down), the calculation gives -9.4 / -13.5 eV. The strongest force on any atom comes out at 0.1247 Eh/bohr. The value obtained for the orbital gap (spin up / spin down) is 0.2057 / 0.2375 Eh. For the energy, the calculation gives -14493.503 eV. Its multiplicity is 3.



Record 3
Molecular formula: C2H16O7
Method: DFT, wB97M-V/def2-TZVPD

Geometry as XYZ:
```
25
Properties=species:S:1:pos:R:3:mulliken_charge:R:1
C 12.97 -17.08 -15.35 -0.93
C 13.74 -16.93 -16.73 -0.95
O 12.74 -16.59 -17.70 -0.40
O 12.38 -15.93 -14.87 -0.46
H 13.68 -17.41 -14.59 0.74
H 12.23 -17.86 -15.54 0.20
H 14.30 -17.84 -16.99 0.62
H 14.45 -16.10 -16.69 0.09
H 12.30 -15.84 -17.32 0.27
H 11.68 -15.58 -15.43 0.28
O 17.59 -16.69 -10.69 -0.79
H 18.19 -16.02 -11.00 0.32
H 17.42 -16.46 -9.78 0.36
O 16.17 -18.86 -14.50 -0.02
H 15.95 -18.66 -15.41 0.28
H 16.32 -19.81 -14.49 -0.04
O 16.75 -16.18 -13.40 -1.29
H 16.99 -16.53 -12.55 0.48
H 16.53 -16.96 -13.93 0.26
O 14.55 -14.77 -12.94 -0.71
H 15.40 -15.22 -12.98 0.55
H 13.93 -15.39 -13.31 0.26
O 19.85 -16.87 -15.15 -0.92
H 20.17 -17.76 -15.05 0.44
H 19.08 -16.82 -14.58 0.35
```

As for the net charge: -1. For the HOMO energy (spin up / spin down), the calculation gives 0.4 / -7.3 eV. The strongest force on any atom comes out at 0.0538 Eh/bohr. The value obtained for the orbital gap (spin up / spin down) is 0.0877 / 0.3714 Eh. For the energy, the calculation gives -16664.919 eV. Its multiplicity is 2.



Record 4
Molecular formula: C6H11N
Method: DFT, wB97M-V/def2-TZVPD

Geometry as XYZ:
```
18
Properties=species:S:1:pos:R:3:mulliken_charge:R:1
C -2.11 0.87 -0.09 -1.39
N -0.19 -0.16 1.77 -0.50
C 0.09 -0.10 0.39 0.53
C -0.69 0.66 -0.45 0.80
C -0.33 0.60 -1.93 -1.54
C 2.43 -1.09 0.45 -0.91
C 1.25 -0.83 -0.10 -0.32
H -2.36 1.19 0.92 0.37
H -2.64 1.63 -0.70 0.35
H -2.70 -0.05 -0.26 0.26
H -0.08 -1.12 2.11 0.23
H -1.01 0.33 2.05 0.21
H -0.78 1.39 -2.53 0.40
H -0.68 -0.33 -2.38 0.29
H 0.75 0.72 -1.99 0.41
H 3.12 -1.66 -0.16 0.26
H 2.86 -0.70 1.36 0.33
H 1.07 -1.26 -1.08 0.25
```

The relative energy (zero: lowest compared OMol25 entry of this formula, charge and spin) is 1.5165 eV. For the HOMO energy, the calculation gives -7.5 eV. The SMILES is C=CC(N)=C(C)C. The strongest force on any atom comes out at 0.0494 Eh/bohr. The value obtained for the orbital gap is 0.3087 Eh. For the energy, the calculation gives -7889.015 eV.



Record 5
Molecular formula: C37H49ClIrN6O2S2Si2
Method: DFT, wB97M-V/def2-TZVPD

Geometry as XYZ:
```
100
Properties=species:S:1:pos:R:3:mulliken_charge:R:1
Ir -0.17 -0.22 0.15 2.46
C -2.78 -0.48 2.66 0.95
Si -1.10 -0.38 3.43 -0.20
C -0.83 -1.99 4.33 -0.90
C -1.12 1.08 4.58 -1.09
N 0.17 -0.24 2.16 0.14
C 1.47 -0.08 2.47 0.30
C 1.97 0.01 3.81 -0.70
C 3.30 0.15 4.05 -1.15
C 4.23 0.20 2.97 -0.95
C 3.80 0.12 1.68 -1.05
C 2.41 -0.02 1.37 1.50
N 1.92 -0.12 0.12 0.36
Si 2.71 -0.01 -1.46 -0.15
C 2.36 -1.55 -2.43 -0.95
C 1.97 1.42 -2.38 -0.99
C 4.56 0.22 -1.49 -1.39
H -3.51 -0.49 3.49 0.59
H -2.92 -1.38 2.07 -0.83
H -2.99 0.40 2.04 -0.79
H -1.70 -2.19 4.97 0.46
H 0.06 -1.99 4.97 0.41
H -0.74 -2.82 3.62 0.07
H -2.13 1.19 4.98 0.41
H -0.85 1.99 4.04 0.27
H -0.44 0.97 5.43 0.43
H 1.28 -0.02 4.64 0.13
H 3.65 0.21 5.07 0.44
H 5.29 0.30 3.18 0.43
H 4.52 0.16 0.88 0.27
H 1.30 -1.65 -2.69 0.21
H 2.67 -2.45 -1.88 0.23
H 2.93 -1.51 -3.37 0.48
H 0.88 1.38 -2.43 0.33
H 2.35 1.41 -3.41 0.49
H 2.27 2.38 -1.93 0.16
H 5.11 -0.61 -1.04 0.39
H 4.88 1.15 -1.02 0.38
H 4.84 0.27 -2.55 0.41
S -1.95 1.45 -0.46 -0.32
C -3.47 0.70 -0.45 0.58
N -4.61 1.41 -0.47 0.23
C -5.89 0.72 -0.63 -0.98
C -5.87 -0.54 0.19 -0.41
N -4.73 -1.36 -0.22 0.17
C -4.90 -2.82 -0.11 -2.10
C -4.91 -3.32 1.32 0.92
C -6.08 -3.30 2.06 -0.31
C -6.09 -3.72 3.39 -0.70
C -4.92 -4.16 3.99 -0.66
C -3.74 -4.21 3.24 -0.40
C -3.74 -3.79 1.92 -0.29
C -3.54 -0.75 -0.40 -0.79
S -2.10 -1.64 -0.50 -0.05
C -4.67 2.88 -0.40 -1.18
C -5.43 3.34 0.82 0.45
C -6.67 3.95 0.71 -0.31
C -7.38 4.32 1.85 -0.63
C -6.84 4.07 3.11 -0.42
C -5.59 3.47 3.22 -0.84
C -4.89 3.11 2.09 0.00
H -6.05 0.48 -1.69 0.30
H -6.68 1.37 -0.30 0.45
H -6.78 -1.10 0.03 0.51
H -5.80 -0.29 1.26 0.19
H -4.10 -3.30 -0.67 0.67
H -5.84 -3.06 -0.59 0.62
H -7.01 -2.98 1.60 0.37
H -7.01 -3.70 3.96 0.42
H -4.92 -4.49 5.02 0.42
H -2.83 -4.58 3.70 0.47
H -2.82 -3.83 1.34 0.50
H -5.14 3.26 -1.31 0.46
H -3.65 3.25 -0.37 0.37
H -7.09 4.14 -0.27 0.40
H -8.34 4.80 1.76 0.39
H -7.39 4.35 4.00 0.39
H -5.16 3.29 4.20 0.43
H -3.91 2.65 2.18 0.38
N 1.11 4.89 -0.73 -0.59
C 1.06 4.81 0.73 -0.56
C 0.69 3.41 1.20 0.28
O 0.48 3.14 2.35 -0.57
O 0.61 2.50 0.22 0.16
H 0.30 5.37 -1.11 0.20
H 0.84 2.98 -0.61 0.09
H 1.93 5.38 -1.06 0.22
H 0.35 5.50 1.18 0.38
H 2.03 5.03 1.16 0.36
Cl 2.55 -4.91 2.67 -0.22
C 1.71 -4.41 1.25 -0.36
C 1.57 -5.25 0.16 -0.23
C 0.87 -4.78 -0.94 -1.31
C 0.35 -3.50 -0.91 -0.52
N 0.49 -2.69 0.14 0.78
C 1.15 -3.14 1.21 -0.43
H 2.01 -6.24 0.18 0.48
H 0.75 -5.40 -1.82 0.47
H -0.21 -3.11 -1.76 0.66
H 1.24 -2.48 2.06 0.49
```

As for the net charge: +1. The relative energy (zero: lowest compared OMol25 entry of this formula, charge and spin) is 1.5304 eV. For the HOMO energy (spin up / spin down), the calculation gives -9.0 / -10.2 eV. The strongest force on any atom comes out at 0.0193 Eh/bohr. The value obtained for the orbital gap (spin up / spin down) is 0.2063 / 0.2260 Eh. For the energy, the calculation gives -104984.379 eV. Its multiplicity is 5.



Record 6
Molecular formula: C4H12N2
Method: DFT, wB97M-V/def2-TZVPD

Geometry as XYZ:
```
18
Properties=species:S:1:pos:R:3:mulliken_charge:R:1
N 1.24 0.78 1.42 -0.67
C 0.13 1.04 0.45 0.67
C 0.33 2.26 -0.37 -1.55
C 0.07 -0.16 -0.42 -0.78
N -0.18 -1.57 0.28 -0.39
C -1.23 -2.49 -0.37 -0.70
H 1.62 -0.16 1.27 0.28
H 2.08 1.35 1.24 0.28
H -0.86 1.14 1.06 0.17
H 0.37 3.22 0.21 0.32
H 1.28 2.15 -0.91 0.40
H -0.32 2.36 -1.21 0.41
H -0.78 -0.17 -1.21 0.28
H 1.11 -0.18 -0.88 0.22
H -0.38 -1.19 1.20 0.29
H -0.73 -3.35 -0.88 0.25
H -1.70 -2.21 -1.32 0.28
H -2.06 -2.83 0.41 0.25
```

The relative energy (zero: lowest compared OMol25 entry of this formula, charge and spin) is 2.0776 eV. For the HOMO energy, the calculation gives -8.9 eV. The SMILES is CNC[C@H](C)N. The strongest force on any atom comes out at 0.0783 Eh/bohr. The value obtained for the orbital gap is 0.3670 Eh. For the energy, the calculation gives -7320.951 eV.